Entry from the Open Molecules 2025 dataset: a structure of composition C32H28Cl2FN2O6P2Pt at a distorted geometry (the ωB97M-V functional and the def2-TZVPD basis).

Geometry as XYZ:
```
74
Properties=species:S:1:pos:R:3:forces:R:3:lowdin_charge:R:1
Pt -0.02636 -0.74661 0.45047 0.79 0.59 -0.56 0.974
O -1.57023 -0.71917 -1.01971 0.08 -0.05 0.56 -0.424
P -1.37604 -1.05798 -2.48260 0.22 -0.04 -0.40 0.788
C -0.05924 0.00610 -3.17190 -0.06 0.01 0.02 -0.266
P 1.57814 -0.29143 -2.43630 -0.13 -0.07 -0.01 0.787
O 1.44977 -0.66336 -0.97374 0.00 0.12 0.20 -0.490
C 2.32404 -1.65422 -3.31737 -0.05 0.08 0.00 -0.304
C 2.56709 -2.84824 -2.64908 0.00 -0.04 0.04 -0.063
C 3.10405 -3.92318 -3.34239 -0.01 0.02 0.02 -0.056
C 3.39132 -3.80361 -4.69235 0.01 -0.01 -0.03 -0.056
C 3.15153 -2.60824 -5.35979 0.02 -0.01 -0.02 -0.061
C 2.62294 -1.53092 -4.67303 0.00 0.01 -0.06 -0.079
C 2.58891 1.15989 -2.69299 -0.08 0.00 -0.03 -0.276
C 2.05242 2.44023 -2.81192 -0.09 0.03 0.01 -0.069
C 2.88979 3.53734 -2.92134 0.01 -0.01 0.00 -0.060
C 4.26518 3.36242 -2.90552 -0.01 0.03 -0.01 -0.053
C 4.80665 2.09185 -2.78102 0.02 0.02 0.00 -0.055
C 3.97335 0.99316 -2.67688 0.05 -0.09 -0.02 -0.064
C -2.86624 -0.66716 -3.39133 0.05 0.05 0.11 -0.271
C -4.05215 -0.57308 -2.66860 -0.01 -0.03 0.07 -0.066
C -5.24280 -0.31157 -3.32604 0.03 0.00 0.01 -0.051
C -5.25225 -0.14042 -4.70050 -0.01 0.01 -0.04 -0.054
C -4.07082 -0.22258 -5.42438 -0.03 -0.01 0.02 -0.061
C -2.87916 -0.48383 -4.77268 0.10 0.00 -0.05 -0.083
C -0.91964 -2.76580 -2.73866 0.01 0.09 -0.03 -0.279
C -0.84054 -3.30592 -4.02104 -0.02 0.03 -0.14 -0.062
C -0.50120 -4.63482 -4.19042 0.00 -0.02 0.05 -0.053
C -0.25218 -5.43350 -3.08023 0.00 0.03 -0.03 -0.049
C -0.32563 -4.89668 -1.80636 0.02 -0.03 0.02 -0.053
C -0.65291 -3.56060 -1.63183 -0.05 -0.01 0.24 -0.083
H -0.39868 1.02606 -2.96840 0.07 -0.03 0.00 0.076
H 0.02650 -0.11287 -4.25384 -0.04 -0.02 -0.03 0.077
H 2.33517 -2.93434 -1.59653 -0.02 0.01 0.03 0.112
H 3.29450 -4.85293 -2.82542 0.01 -0.03 0.02 0.116
H 3.81105 -4.64240 -5.23062 0.00 -0.02 -0.01 0.113
H 3.38592 -2.51562 -6.41101 0.01 0.00 -0.02 0.112
H 2.46031 -0.59399 -5.19281 -0.02 0.05 -0.01 0.116
H 0.98321 2.60276 -2.81988 -0.03 -0.02 0.01 0.099
H 2.46767 4.52667 -3.01900 -0.02 0.05 -0.01 0.113
H 4.91739 4.21936 -2.99414 0.03 0.04 0.00 0.114
H 5.87825 1.95745 -2.76984 0.05 -0.01 0.00 0.114
H 4.40241 0.00342 -2.59172 0.00 -0.05 0.01 0.117
H -4.03786 -0.70249 -1.59579 0.00 0.00 0.02 0.101
H -6.16204 -0.24203 -2.76399 -0.05 0.00 0.04 0.115
H -6.18263 0.06259 -5.21184 -0.03 0.01 -0.02 0.114
H -4.07898 -0.08066 -6.49468 0.00 0.01 -0.06 0.112
H -1.96697 -0.53457 -5.35382 0.04 -0.01 0.00 0.098
H -1.06555 -2.70507 -4.89468 0.01 0.02 0.01 0.105
H -0.45043 -5.05421 -5.18398 0.00 -0.03 -0.06 0.114
H -0.00981 -6.47805 -3.21260 0.01 -0.05 -0.01 0.116
H -0.13225 -5.51480 -0.94057 0.01 -0.02 0.05 0.120
H -0.70615 -3.15535 -0.62642 0.02 -0.07 -0.16 0.068
Cl 1.61965 0.10876 2.42328 -0.33 -0.30 -0.58 0.619
C 0.63172 1.57419 2.67143 -0.13 0.13 0.10 -0.938
Cl -0.00047 2.19497 1.15244 0.05 0.29 0.06 0.565
H 1.27355 2.32800 3.11699 -0.06 -0.10 0.03 0.038
H -0.20731 1.29719 3.30372 0.13 0.03 -0.03 0.038
F -4.20645 -3.55410 -1.57811 0.02 -0.02 0.09 0.093
C -3.76081 -4.10813 -0.44373 0.04 0.00 0.10 -0.184
C -3.48594 -3.36844 0.63267 -0.12 -0.12 -0.34 0.038
N -3.00886 -3.92775 1.79905 -0.08 0.03 0.11 0.009
C -2.40831 -3.02442 2.77138 0.09 -0.01 0.13 -0.019
C -1.25913 -2.34754 2.04906 0.16 0.15 -0.18 -0.605
O -1.35951 -1.05850 1.85260 -0.47 -0.25 0.32 -0.205
O -0.34913 -2.98836 1.52908 -0.25 -0.44 0.57 0.005
C -2.75548 -5.28571 1.90710 -0.04 -0.01 -0.14 -0.465
O -2.27727 -5.79462 2.88695 0.11 -0.11 0.24 0.112
N -3.10739 -6.02004 0.78625 0.03 -0.07 0.09 0.227
C -3.55800 -5.56078 -0.44311 -0.05 0.20 -0.14 -0.406
O -3.74029 -6.29448 -1.38217 0.00 -0.03 -0.03 0.116
H -3.60228 -2.29253 0.63497 -0.01 0.02 -0.04 0.150
H -2.04298 -3.61904 3.60882 -0.03 0.02 -0.10 0.142
H -3.14261 -2.29799 3.11865 0.05 -0.01 -0.03 0.141
H -2.95032 -7.01768 0.86103 0.00 0.08 0.01 0.176
```
Positions in Å, forces in eV/Å.

Values from the calculation:
Gap between HOMO and LUMO: 7.849 eV
Lowest unoccupied orbital energy: -3.3 eV
Net charge: +1
Multiplicity: 1